<a>
This record from the OMol25 dataset describes one molecule with the formula C4H13N2OP. The level of theory is the ωB97M-V functional and the def2-TZVPD basis.

The gap between HOMO and LUMO comes out at 0.3750 Eh. Its HOMO energy is -9.41 eV. As for the structure (SMILES): CC[C@@H](C)P(N)(N)=O.

Geometry (Å):
C 1.984 -1.544 1.175
C 1.325 -0.902 -0.018
C 0.089 -0.025 0.410
C 0.487 1.156 1.249
P -1.009 0.782 -1.168
N -2.530 1.060 -0.416
N -1.360 -0.640 -2.013
O -0.482 1.881 -1.980
H 1.868 -0.742 1.964
H 1.643 -2.486 1.385
H 3.101 -1.634 0.970
H 1.070 -1.592 -0.829
H 1.983 -0.208 -0.409
H -0.668 -0.581 0.862
H 1.336 0.875 1.825
H 0.646 2.000 0.575
H -0.320 1.553 1.958
H -2.728 2.077 -0.221
H -3.202 0.357 -0.356
H -2.334 -0.995 -2.068
H -0.898 -0.391 -2.892


<b>
This record from the OMol25 dataset describes a 2-piece molecular cluster, C4H13N2OP overall. The level of theory is the ωB97M-V functional and the def2-TZVPD basis.

The gap between HOMO and LUMO comes out at 0.3632 Eh. Its HOMO energy is -8.92 eV. As for the structure (SMILES): C/C=C/C.NP(N)O.

Geometry (Å):
C 2.751 -0.490 2.259
C 2.363 -0.695 0.777
C 2.358 0.131 -0.228
C 1.633 -0.258 -1.538
H 2.766 -1.430 2.887
H 3.720 -0.017 2.604
H 2.015 0.133 2.659
H 1.900 -1.710 0.594
H 3.024 0.970 -0.274
H 0.525 -0.490 -1.356
H 1.612 0.633 -2.155
H 2.194 -1.025 -2.076
N -3.062 1.749 -0.397
P -2.079 0.335 -0.200
N -3.256 -0.793 0.110
O -1.919 -0.009 -1.838
H -3.717 1.936 0.289
H -2.548 2.506 -0.772
H -4.191 -0.441 -0.187
H -3.316 -0.965 1.081
H -2.772 -0.071 -2.241


Short version: <a> is the most stable of them.


<a>
This record from the OMol25 dataset describes a 2-piece molecular cluster, C2H4S2 overall. The level of theory is the ωB97M-V functional and the def2-TZVPD basis.

The gap between HOMO and LUMO (spin up / spin down) comes out at 0.2312 / 0.2558 Eh. The spin multiplicity is 3. Its HOMO energy (spin up / spin down) is -6.66 / -8.56 eV.

Geometry (Å):
C 0.810 0.263 0.694
C -1.212 -0.117 -0.476
S 1.828 -0.896 -0.162
S 2.095 1.201 -0.085
H 0.574 0.054 1.749
H -0.745 -0.780 -1.164
H -1.609 0.965 -0.832
H -1.742 -0.690 0.276


<b>
This record from the OMol25 dataset describes one molecule with the formula C2H4S2. The level of theory is the ωB97M-V functional and the def2-TZVPD basis.

The gap between HOMO and LUMO (spin up / spin down) comes out at 0.2162 / 0.2277 Eh. The spin multiplicity is 3. Its HOMO energy (spin up / spin down) is -6.54 / -9.14 eV.

Geometry (Å):
C -1.908 0.749 -0.070
C 1.677 -0.494 -0.006
S -0.454 -0.307 -0.126
S -3.344 -0.008 -0.035
H -1.869 1.723 0.159
H 1.927 -0.219 0.958
H 2.306 0.175 -0.557
H 1.665 -1.618 -0.321


Short version: <b> is the most stable of them.


<a>
This record from the OMol25 dataset describes a 2-piece molecular cluster, C2H5O2Si overall. The level of theory is the ωB97M-V functional and the def2-TZVPD basis.

The gap between HOMO and LUMO comes out at 0.2081 Eh. Its net charge is -1. Its HOMO energy is -1.81 eV.

Geometry (Å):
C -2.376 1.689 0.806
C 1.708 -0.500 -0.727
O -1.958 2.301 1.721
O -3.145 1.369 -0.023
Si 0.032 -0.543 0.201
H 2.528 -0.857 -0.103
H 1.685 -1.125 -1.622
H 1.970 0.507 -1.051
H 0.321 -1.352 1.411
H -0.767 -1.488 -0.613


<b>
This record from the OMol25 dataset describes a 2-piece molecular cluster, C2H5O2Si overall. The level of theory is the ωB97M-V functional and the def2-TZVPD basis.

The gap between HOMO and LUMO comes out at 0.2629 Eh. Its net charge is -1. Its HOMO energy is -2.88 eV.

Geometry (Å):
C 2.104 -1.157 -0.498
C -1.448 0.583 -0.225
O 1.566 -2.210 -0.652
O 3.170 -0.594 -0.583
Si 0.192 0.366 0.704
H -1.418 1.177 -1.123
H -1.594 -0.428 -0.710
H -2.367 0.908 0.182
H -0.349 -0.417 1.817
H 0.146 1.773 1.088


Short version: <a> is the most stable of them.


<a>
This record from the OMol25 dataset describes one molecule with the formula C10H11N3. The level of theory is the ωB97M-V functional and the def2-TZVPD basis.

The gap between HOMO and LUMO comes out at 0.3098 Eh. Its HOMO energy is -7.98 eV. As for the structure (SMILES): CC(C)C1=Cn2ccnc2C=C=N1.

Geometry (Å):
C -3.060 -0.082 0.941
C -2.052 -0.248 -0.135
C -2.183 0.775 -1.247
C -0.695 -0.199 0.390
C 0.339 -0.887 -0.216
N 1.739 -0.658 -0.059
C 2.741 -1.511 -0.412
C 3.900 -0.845 -0.086
N 3.647 0.351 0.379
C 2.351 0.462 0.374
C 1.711 1.808 0.614
C 0.535 1.451 1.134
N -0.362 0.657 1.425
H -2.849 0.898 1.326
H -2.904 -0.810 1.805
H -4.134 -0.277 0.674
H -1.958 -1.302 -0.544
H -1.877 1.754 -0.977
H -3.166 0.778 -1.468
H -1.568 0.461 -2.147
H 0.040 -1.645 -0.846
H 2.545 -2.397 -0.998
H 4.834 -1.215 -0.402
H 2.426 2.680 0.475


<b>
This record from the OMol25 dataset describes one molecule with the formula C10H11N3. The level of theory is the ωB97M-V functional and the def2-TZVPD basis.

The gap between HOMO and LUMO comes out at 0.2829 Eh. Its HOMO energy is -7.87 eV. As for the structure (SMILES): CC1(Nc2ccccc2)N=CC=N1.

Geometry (Å):
C -2.084 -0.435 0.205
C -1.035 -1.119 -0.642
N 0.154 -0.113 -1.017
C 0.582 0.902 -0.133
C 1.193 2.038 -0.579
C 1.906 2.793 0.367
C 1.908 2.485 1.692
C 1.211 1.349 2.178
C 0.551 0.615 1.255
N -0.233 -2.184 -0.033
C -0.336 -3.236 -0.777
C -1.347 -2.906 -1.794
N -1.675 -1.650 -1.773
H -2.894 -1.009 -0.160
H -2.098 0.603 -0.159
H -1.757 -0.502 1.283
H -0.034 0.113 -2.016
H 1.459 2.419 -1.605
H 2.446 3.582 0.016
H 2.493 3.111 2.278
H 1.222 1.137 3.196
H -0.001 -0.296 1.437
H 0.260 -4.060 -0.721
H -1.890 -3.640 -2.499


Short version: <b> is the most stable of them.


<a>
This record from the OMol25 dataset describes one molecule with the formula C23H23N3O3. The level of theory is the ωB97M-V functional and the def2-TZVPD basis.

The gap between HOMO and LUMO comes out at 0.2913 Eh. Its HOMO energy is -7.27 eV. As for the structure (SMILES): COc1cc(CNc2ccc3[nH]c(=O)[nH]c3c2)ccc1OCc1ccccc1C.

Geometry (Å):
C -3.678 -0.939 -2.762
O -3.425 -0.230 -1.576
C -2.638 -0.810 -0.625
C -1.982 -2.020 -0.768
C -1.167 -2.520 0.244
C -0.362 -3.780 0.016
N 0.977 -3.721 0.566
C 1.784 -2.614 0.379
C 2.867 -2.419 1.247
C 3.748 -1.361 1.106
C 3.524 -0.475 0.073
N 4.181 0.670 -0.342
C 3.549 1.214 -1.437
O 3.860 2.216 -2.039
N 2.488 0.376 -1.710
C 2.443 -0.659 -0.801
C 1.573 -1.721 -0.675
C -1.054 -1.811 1.426
C -1.700 -0.596 1.582
C -2.473 -0.068 0.564
O -3.113 1.134 0.611
C -2.562 2.149 1.436
C -1.100 2.414 1.165
C -0.178 2.300 2.196
C 1.170 2.519 1.978
C 1.608 2.854 0.711
C 0.695 2.974 -0.321
C -0.662 2.763 -0.117
C -1.628 2.945 -1.247
H -4.359 -0.315 -3.338
H -2.762 -1.101 -3.340
H -4.155 -1.904 -2.561
H -2.073 -2.583 -1.685
H -0.867 -4.639 0.470
H -0.292 -3.974 -1.061
H 1.079 -4.141 1.477
H 3.017 -3.123 2.053
H 4.575 -1.235 1.788
H 5.000 1.070 0.080
H 1.826 0.546 -2.446
H 0.754 -1.841 -1.362
H -0.441 -2.186 2.231
H -1.583 -0.058 2.508
H -3.162 3.033 1.198
H -2.713 1.909 2.497
H -0.521 2.050 3.191
H 1.871 2.428 2.795
H 2.654 3.037 0.521
H 1.050 3.247 -1.305
H -1.098 3.177 -2.168
H -2.311 3.766 -1.026
H -2.233 2.054 -1.398


<b>
This record from the OMol25 dataset describes one molecule with the formula C23H23N3O3. The level of theory is the ωB97M-V functional and the def2-TZVPD basis.

The gap between HOMO and LUMO comes out at 0.2915 Eh. Its HOMO energy is -7.46 eV. As for the structure (SMILES): Cc1ccc(NC(=O)c2cccc(N(C)C)c2)cc1NC(=O)c1ccc(O)cc1.

Geometry (Å):
C -0.266 0.741 -4.320
C -0.417 -0.477 -3.455
C -0.329 -1.743 -4.013
C -0.429 -2.891 -3.247
C -0.620 -2.781 -1.875
N -0.681 -3.919 -1.067
C -0.186 -4.048 0.206
O -0.477 -5.007 0.888
C 0.782 -2.989 0.616
C 1.925 -2.796 -0.156
C 2.839 -1.839 0.241
C 2.611 -1.059 1.356
C 1.464 -1.236 2.141
N 1.233 -0.479 3.263
C 2.180 0.532 3.656
C -0.121 -0.348 3.756
C 0.565 -2.242 1.760
C -0.773 -1.522 -1.305
C -0.653 -0.376 -2.075
N -0.755 0.893 -1.495
C -0.943 1.223 -0.186
O -1.119 0.430 0.719
C -0.888 2.690 0.076
C -0.335 3.102 1.284
C -0.252 4.443 1.599
C -0.746 5.397 0.716
O -0.685 6.723 0.983
C -1.333 4.989 -0.481
C -1.398 3.647 -0.797
H -0.064 0.444 -5.347
H 0.562 1.368 -3.985
H -1.177 1.342 -4.320
H -0.159 -1.835 -5.076
H -0.340 -3.865 -3.705
H -1.151 -4.734 -1.439
H 2.099 -3.393 -1.037
H 3.738 -1.683 -0.336
H 3.330 -0.296 1.604
H 3.177 0.098 3.742
H 2.223 1.370 2.948
H 1.903 0.923 4.633
H -0.185 0.510 4.423
H -0.419 -1.237 4.318
H -0.822 -0.199 2.932
H -0.321 -2.438 2.340
H -0.982 -1.432 -0.256
H -0.595 1.664 -2.128
H 0.035 2.352 1.965
H 0.188 4.757 2.535
H -0.293 6.867 1.853
H -1.729 5.740 -1.145
H -1.888 3.347 -1.712


Short version: <b> is the most stable of them.


<a>
This record from the OMol25 dataset describes C6H18O6Tl as an isolated structure. The level of theory is the ωB97M-V functional and the def2-TZVPD basis.

The gap between HOMO and LUMO comes out at 0.0960 Eh. Its net charge is +3. Its HOMO energy is -20.02 eV.

Geometry (Å):
Tl 1.028 0.814 -0.480
C -1.598 2.788 -2.227
C -0.315 3.340 -2.812
O 0.638 2.295 -2.960
O -1.320 2.533 -0.844
H -2.032 1.889 -2.674
H -2.353 3.592 -2.289
H 0.078 4.098 -2.134
H -0.490 3.790 -3.791
H 0.693 2.024 -3.892
H -2.156 2.242 -0.436
C -2.234 -0.194 2.116
C -1.774 -1.046 3.267
O -0.947 -0.320 4.106
O -1.364 -0.239 0.949
H -2.383 0.829 2.474
H -3.223 -0.500 1.751
H -1.275 -1.971 2.890
H -2.659 -1.466 3.795
H -0.803 -0.863 4.914
H -1.919 -0.575 0.232
C 2.109 -2.801 -0.611
C 3.375 -2.251 0.022
O 3.407 -0.847 -0.053
O 0.992 -2.103 -0.100
H 2.128 -3.880 -0.431
H 2.164 -2.658 -1.705
H 4.283 -2.662 -0.449
H 3.413 -2.596 1.076
H 4.280 -0.539 0.262
H 0.256 -2.723 0.034


<b>
This record from the OMol25 dataset describes C6H18O6Tl as an isolated structure. The level of theory is the ωB97M-V functional and the def2-TZVPD basis.

The gap between HOMO and LUMO comes out at 0.1253 Eh. Its net charge is +3. Its HOMO energy is -20.92 eV.

Geometry (Å):
Tl 1.402 0.538 -0.686
C 0.663 1.711 2.880
C -0.739 1.568 2.219
O -0.759 0.486 1.311
O 1.614 1.985 1.892
H 0.870 0.742 3.378
H 0.716 2.442 3.688
H -0.836 2.515 1.664
H -1.560 1.429 2.919
H -1.461 -0.120 1.614
H 2.273 2.581 2.303
C -0.425 1.379 -3.656
C -1.640 0.886 -2.848
O -1.314 0.970 -1.463
O 0.670 0.527 -3.406
H -0.174 2.395 -3.330
H -0.665 1.409 -4.719
H -1.917 -0.141 -3.097
H -2.518 1.519 -3.052
H -2.131 0.904 -0.946
H 0.839 -0.025 -4.192
C 1.353 -2.674 1.153
C -0.023 -2.832 0.550
O -0.254 -1.919 -0.560
O 1.637 -1.329 1.536
H 2.105 -3.015 0.421
H 1.442 -3.364 2.002
H -0.816 -2.829 1.304
H -0.067 -3.836 0.117
H -0.595 -2.508 -1.243
H 2.309 -1.395 2.246


<c>
This record from the OMol25 dataset describes C6H18O6Tl as an isolated structure. The level of theory is the ωB97M-V functional and the def2-TZVPD basis.

The gap between HOMO and LUMO comes out at 0.1866 Eh. Its net charge is +3. Its HOMO energy is -21.27 eV.

Geometry (Å):
Tl -17.886 -22.386 -11.940
C -21.053 -21.500 -11.862
C -21.388 -22.870 -12.246
O -20.382 -23.634 -11.568
O -19.823 -21.138 -12.501
H -20.949 -21.433 -10.762
H -21.860 -20.771 -12.027
H -21.302 -23.070 -13.321
H -22.388 -23.169 -11.913
H -20.588 -24.582 -11.509
H -19.713 -20.169 -12.397
C -18.748 -24.093 -14.976
C -17.422 -24.749 -14.448
O -17.295 -24.594 -13.060
O -18.759 -22.790 -14.501
H -19.619 -24.674 -14.629
H -18.689 -24.107 -16.067
H -16.603 -24.216 -14.958
H -17.404 -25.800 -14.733
H -17.319 -25.475 -12.635
H -19.244 -22.193 -15.100
C -15.502 -21.579 -9.290
C -15.658 -20.417 -10.259
O -16.125 -20.896 -11.518
O -16.537 -22.469 -9.460
H -15.467 -21.205 -8.265
H -14.541 -22.112 -9.467
H -14.714 -19.886 -10.344
H -16.439 -19.744 -9.851
H -15.639 -20.469 -12.252
H -16.688 -22.942 -8.615


Short version: <c> is the most stable of them.